# 1
A structure of composition C8H23FeN6O6 at a distorted geometry, computed with ωB97M-V/def2-TZVPD.

* E_LUMO (alpha / beta): 2.49 / 2.48 eV
* highest occupied orbital energy (alpha / beta): -0.13138 / -0.10637 Eh
* electronic energy: -64286.21749 eV
* net charge: -1
* multiplicity: 5

CARTESIAN COORDINATES (ANGSTROEM)
Fe: 0.190 -0.886 -0.439
C: 2.057 2.479 -0.162
C: 2.112 1.523 -1.372
C: 3.515 1.554 -1.974
O: 1.690 0.263 -1.102
H: 1.098 2.484 0.356
H: 2.320 3.503 -0.455
H: 2.827 2.203 0.577
H: 1.433 1.992 -2.122
H: 3.458 1.182 -3.001
H: 4.249 0.969 -1.420
H: 3.871 2.588 -2.070
O: -1.884 -0.699 -0.251
C: -2.442 -1.852 -0.804
C: -1.621 -2.449 -1.975
O: -0.253 -2.261 -1.919
H: -3.455 -1.644 -1.201
H: -2.560 -2.633 -0.030
H: -2.030 -2.078 -2.941
H: -1.856 -3.539 -1.992
C: 1.720 -3.110 1.388
O: 1.169 -2.308 0.665
N: 1.276 -3.361 2.655
N: 2.801 -3.829 0.956
H: 1.676 -4.056 3.256
H: 0.514 -2.814 3.009
H: 3.185 -4.565 1.518
H: 3.007 -3.788 -0.026
C: -0.528 0.886 2.260
O: 0.105 0.117 1.559
N: 0.086 1.851 3.025
N: -1.889 0.867 2.279
H: 1.082 1.954 2.993
H: -0.437 2.357 3.714
H: -2.398 1.476 2.888
H: -2.316 0.230 1.615
C: -2.829 2.475 -1.298
O: -3.070 3.667 -1.504
N: -1.628 2.015 -0.824
N: -3.741 1.454 -1.444
H: -1.597 1.032 -0.530
H: -0.819 2.593 -0.938
H: -3.410 0.536 -1.171
H: -4.676 1.625 -1.748



# 2
A structure of composition C8H23O7P4Pt at a distorted geometry, computed with ωB97M-V/def2-TZVPD.

* E_LUMO: -4.52 eV
* highest occupied orbital energy: -0.41709 Eh
* electronic energy: -63404.38243 eV
* net charge: +1

CARTESIAN COORDINATES (ANGSTROEM)
Pt: -0.111 -0.050 -0.411
C: -1.860 -2.660 -2.136
P: -0.633 -2.256 -0.849
C: -1.075 -3.331 0.554
C: 0.928 -3.003 -1.507
C: 2.174 -2.508 -0.778
P: 2.241 -0.645 -0.740
C: 2.717 -0.208 -2.446
C: 3.721 -0.292 0.255
H: -1.804 -3.714 -2.401
H: -1.676 -2.049 -3.018
H: -2.857 -2.433 -1.763
H: -0.938 -4.372 0.266
H: -2.114 -3.160 0.828
H: -0.452 -3.090 1.412
H: 0.991 -2.739 -2.567
H: 0.849 -4.092 -1.426
H: 3.074 -2.892 -1.266
H: 2.170 -2.853 0.258
H: 3.591 -0.781 -2.749
H: 2.943 0.854 -2.469
H: 1.891 -0.408 -3.126
H: 4.585 -0.799 -0.173
H: 3.565 -0.632 1.275
H: 3.868 0.785 0.264
C: 0.975 4.132 2.029
C: 0.151 2.986 1.496
O: -1.225 3.140 1.751
P: 0.562 1.429 2.382
O: 0.134 1.657 3.890
O: 2.123 1.240 2.540
O: -0.108 0.198 1.862
P: 0.470 2.665 -0.295
O: 0.677 4.099 -0.960
O: 1.724 1.856 -0.400
O: -0.808 2.062 -0.842
H: 0.881 4.206 3.111
H: 0.633 5.065 1.587
H: 2.015 3.975 1.756
H: -1.708 2.919 0.939
H: -0.811 1.748 4.022
H: 2.400 1.245 3.458
H: -0.071 4.359 -1.499



# 3
A structure of composition C8H24AgFO8 at a distorted geometry, computed with ωB97M-V/def2-TZVPD.

* E_LUMO: 0.07 eV
* highest occupied orbital energy: -0.34601 Eh
* electronic energy: -31779.31793 eV

CARTESIAN COORDINATES (ANGSTROEM)
Ag: 1.243 0.507 0.379
F: 0.621 1.430 2.507
C: -2.323 3.798 1.098
C: -2.999 2.467 1.653
O: -2.218 1.322 1.363
O: -1.261 4.159 2.072
H: -2.942 4.657 1.211
H: -1.807 3.671 0.073
H: -4.022 2.269 1.325
H: -3.113 2.731 2.682
H: -1.374 1.264 1.864
H: -0.652 3.471 2.188
C: 2.341 -3.695 -2.067
C: 2.787 -2.512 -1.269
O: 2.101 -1.350 -1.600
O: 1.088 -4.068 -1.600
H: 3.028 -4.572 -1.853
H: 2.341 -3.416 -3.129
H: 3.823 -2.280 -1.545
H: 2.681 -2.593 -0.175
H: 1.188 -1.407 -1.236
H: 0.430 -4.109 -2.304
C: -1.103 1.368 -1.923
C: 0.163 2.274 -1.974
O: 1.399 1.595 -1.640
O: -0.777 0.029 -2.274
H: -1.930 1.698 -2.552
H: -1.560 1.373 -0.908
H: 0.082 3.062 -1.249
H: 0.229 2.677 -2.993
H: 1.546 0.904 -2.292
H: -0.616 0.130 -3.248
C: -0.169 -2.313 1.446
C: 0.502 -1.719 2.671
O: 1.674 -1.076 2.352
O: -0.636 -1.227 0.633
H: -0.959 -3.028 1.640
H: 0.514 -2.841 0.818
H: 0.740 -2.469 3.422
H: -0.113 -0.970 3.134
H: 1.645 -0.103 2.606
H: -1.591 -1.108 0.694



# 4
A structure of composition C8H24AgN2O10S4 at a distorted geometry, computed with ωB97M-V/def2-TZVPD.

* E_LUMO: 1.69 eV
* highest occupied orbital energy: -0.16940 Eh
* electronic energy: -79471.06719 eV
* net charge: -1

CARTESIAN COORDINATES (ANGSTROEM)
Ag: 0.346 -0.534 -0.746
N: 2.741 -2.276 -2.803
O: 3.553 -3.207 -2.940
O: 2.575 -1.415 -3.677
O: 2.168 -2.154 -1.678
N: -1.353 -1.606 -3.659
O: -1.133 -1.710 -2.414
O: -0.417 -1.835 -4.453
O: -2.393 -1.080 -4.120
C: -3.574 -0.913 -0.702
S: -4.487 0.538 -0.238
O: -5.834 0.049 0.254
C: -3.541 0.984 1.287
H: -3.607 -1.741 0.000
H: -2.560 -0.632 -1.006
H: -3.868 -1.227 -1.708
H: -3.219 0.078 1.797
H: -4.180 1.664 1.845
H: -2.624 1.466 0.947
C: -1.242 -1.751 3.613
S: -0.575 -2.407 2.043
O: -0.901 -1.480 0.930
C: 1.213 -2.166 2.302
H: -2.200 -2.179 3.902
H: -1.473 -0.693 3.458
H: -0.498 -1.835 4.403
H: 1.361 -1.103 2.495
H: 1.702 -2.456 1.372
H: 1.598 -2.742 3.143
C: -0.509 4.267 -0.096
S: -0.212 2.675 -1.011
O: -0.697 1.508 -0.156
C: -1.464 2.804 -2.336
H: -1.458 4.304 0.433
H: -0.309 5.123 -0.737
H: 0.296 4.199 0.637
H: -1.540 3.829 -2.694
H: -2.431 2.523 -1.918
H: -1.132 2.074 -3.072
C: 4.666 0.548 -0.415
S: 3.400 0.873 0.870
O: 2.040 0.477 0.316
C: 4.184 -0.347 1.981
H: 5.694 0.668 -0.076
H: 4.486 1.176 -1.283
H: 4.532 -0.509 -0.655
H: 3.679 -0.287 2.945
H: 5.255 -0.249 2.133
H: 3.943 -1.290 1.486